[1]
Computed, not measured: a structure of composition C4H5ClS2, with the ωB97M-V functional and the def2-TZVPD basis.

Geometry as XYZ:
```
12
Properties=species:S:1:pos:R:3:forces:R:3
C -0.358 2.132 1.062 -0.1106 2.9180 -0.4101
C 0.507 1.027 0.307 -5.1830 1.0634 0.0666
C -1.713 -0.390 -0.711 -2.2701 -1.2814 1.1259
C 1.627 0.450 0.587 2.5759 -1.0330 2.3833
H -0.542 2.133 2.430 1.1585 0.1641 -4.7286
H -1.836 2.485 0.449 4.3837 -1.4377 1.8308
H 0.355 3.031 0.391 -2.5674 -1.4280 3.0542
H -2.745 -0.291 -1.516 3.3439 -0.5562 2.4236
H 2.233 0.730 1.534 -1.1500 -0.5265 -1.7736
S -0.525 0.795 -1.163 0.0273 -1.5073 -0.3861
S -1.704 -1.450 0.708 -0.1001 2.7302 -3.6291
Cl 2.224 -0.995 -0.205 -0.1081 0.8943 0.0430
```
Forces are in eV/Å.

Computed properties:
frontier orbital gap: 8.077 eV
HOMO: -8.7 eV

---

[2]
Computed, not measured: a cluster of 10 separate species, C73H63NO23 in total, with the ωB97M-V functional and the def2-TZVPD basis.

Geometry as XYZ:
```
160
Properties=species:S:1:pos:R:3:forces:R:3
C -2.821 2.977 1.119 -0.0350 -0.0076 -0.6470
C -1.946 3.281 -0.192 0.3450 -0.5614 1.1217
O -2.524 4.558 -0.660 2.3648 0.4962 -1.0430
C -1.503 5.388 -1.235 -1.1643 0.9322 -0.4847
O -1.727 6.583 -1.525 0.9529 -4.5406 0.9952
C -0.183 4.490 -1.317 1.5243 2.0184 1.3048
C 0.298 3.877 -2.722 -0.2129 -0.1975 -0.3402
C -0.782 3.946 -3.906 0.8018 -0.6944 -0.2051
C -2.046 2.977 -3.733 0.0522 -0.0393 -0.6051
C -1.701 1.422 -3.693 1.9280 -1.2979 -0.1268
O -0.604 0.890 -3.969 -3.8436 2.1496 0.6948
O -2.798 0.540 -3.344 1.5605 1.5226 0.2683
C -0.363 3.540 -0.041 -0.3056 -0.3070 0.2286
C 0.615 2.254 0.097 -0.9055 0.2678 -0.0424
C 0.306 1.519 1.499 0.3344 -0.9158 -0.7988
C 1.189 0.150 1.613 -1.0057 2.1292 -0.2569
N 0.660 -0.748 0.510 1.5045 -0.2792 1.4326
C 1.122 -2.126 0.864 0.4911 -0.5782 0.4286
C 0.087 -2.970 1.744 -1.6755 -2.2332 1.2792
C -1.125 -2.389 2.521 1.0322 -3.9633 0.1242
C -2.038 -3.338 3.385 2.8965 -1.1876 -1.7317
C -1.746 -4.879 3.491 2.1132 2.9632 -2.2943
C -0.542 -5.447 2.673 -0.7552 3.0770 0.1043
C 0.359 -4.524 1.821 -2.6199 1.1161 1.8694
O 1.489 -5.099 1.114 -2.4867 0.8043 0.2256
H -2.365 3.481 2.039 -0.5638 -1.0924 -1.4623
H -3.864 3.454 0.981 1.6452 -0.8328 0.0516
H -2.967 1.846 1.228 0.3132 1.6396 0.1537
H -1.976 2.421 -0.969 -0.6003 1.4689 0.9277
H 0.639 5.253 -1.042 -1.1887 -1.1643 -0.4244
H 0.616 2.785 -2.569 -0.4721 1.6036 -0.2215
H 1.242 4.454 -3.056 -1.6068 -0.9440 0.5606
H -1.081 5.035 -4.071 0.0224 -1.5433 0.3367
H -0.247 3.615 -4.879 -0.7923 0.5055 1.5866
H -2.705 3.220 -2.834 0.8591 -0.2605 -1.2767
H -2.709 3.136 -4.665 1.0099 -0.4695 1.6751
H -3.033 0.679 -2.397 0.0778 0.1248 -0.9781
H -0.170 4.071 0.964 -0.4813 -0.1156 -1.6905
H 0.403 1.532 -0.763 0.3000 0.8639 1.1439
H 1.710 2.601 0.016 -1.7781 -0.5267 0.1641
H -0.791 1.152 1.450 1.7496 0.8204 0.4082
H 0.498 2.226 2.377 -0.3829 -0.9472 -1.1446
H 2.290 0.439 1.463 -1.3210 -0.6406 0.2424
H 1.063 -0.304 2.655 0.0512 0.4210 -1.5800
H 1.184 -0.444 -0.328 -0.5006 -0.5325 0.5023
H 1.441 -2.696 -0.089 -0.6775 0.7538 1.6767
H 2.071 -2.009 1.518 -1.3259 -0.6455 -1.1684
H -1.322 -1.270 2.463 0.2091 -1.7759 0.0749
H -2.903 -2.832 3.932 1.3535 -1.0542 -0.7892
H -2.396 -5.565 4.149 1.2058 1.2704 -1.2764
H -0.344 -6.574 2.719 -0.1642 1.9352 -0.1750
H 1.161 -5.267 0.196 0.5042 0.1908 1.0283
O 8.241 -6.245 0.514 -0.0898 0.2252 -0.0320
C 7.277 -5.499 0.529 0.0380 -0.2053 0.1498
C 7.259 -4.252 -0.265 -0.0952 0.2700 -0.1101
C 6.206 -3.436 -0.246 0.3072 -0.0023 -0.1659
C 5.011 -3.745 0.568 -0.3041 -0.0433 0.0843
O 4.047 -3.001 0.585 0.3411 -0.0258 -0.0560
C 5.028 -4.990 1.360 0.1663 -0.1110 0.0729
C 6.081 -5.806 1.342 -0.1889 0.2837 0.1698
H 8.143 -4.043 -0.855 0.0109 -0.0346 0.0214
H 6.176 -2.518 -0.820 -0.0413 0.0092 0.0050
H 4.146 -5.199 1.949 0.0515 0.0313 -0.1346
H 6.110 -6.723 1.917 0.0083 0.0401 0.0201
O 1.621 -4.084 -7.133 0.1211 0.1381 0.2368
C 1.955 -3.409 -6.178 -0.2261 -0.1865 -0.3676
C 3.284 -3.571 -5.550 0.2536 0.0625 0.2410
C 3.649 -2.832 -4.502 0.1293 -0.2428 -0.1986
C 2.741 -1.819 -3.923 0.0527 0.2489 0.3012
O 3.076 -1.144 -2.966 -0.0608 -0.1988 -0.2004
C 1.413 -1.656 -4.550 -0.2587 -0.0163 -0.1095
C 1.048 -2.395 -5.599 0.0022 0.1841 0.2041
H 3.937 -4.317 -5.987 -0.0385 0.0030 -0.0256
H 4.618 -2.939 -4.029 -0.0135 0.0193 0.0231
H 0.759 -0.910 -4.114 0.0067 0.0130 -0.0186
H 0.079 -2.289 -6.071 0.0117 -0.0186 -0.0047
O -7.590 1.877 -8.850 0.1553 0.1270 0.2614
C -6.948 2.195 -7.867 -0.2032 -0.1859 -0.3555
C -6.111 1.213 -7.145 -0.1253 -0.1044 0.5442
C -5.410 1.562 -6.065 -0.1316 -0.0778 -0.1081
C -5.438 2.945 -5.546 0.1565 -0.1264 0.2225
O -4.794 3.263 -4.561 -0.5022 0.0436 -0.2700
C -6.274 3.928 -6.268 -0.1919 0.1454 -0.2303
C -6.976 3.579 -7.347 0.0891 0.2872 0.1894
H -6.102 0.207 -7.537 -0.2201 0.1459 0.1464
H -4.793 0.856 -5.523 0.0056 0.0238 0.0568
H -6.283 4.937 -5.873 0.0220 -0.0240 0.0295
H -7.593 4.286 -7.888 -0.0070 -0.0323 -0.0168
O 3.488 3.906 -0.056 0.1701 0.1084 0.2574
C 3.999 4.077 1.036 -0.1201 -0.0273 -0.3478
C 3.577 5.187 1.916 -0.0007 0.1660 0.2645
C 4.139 5.375 3.111 -0.2494 0.1138 -0.2303
C 5.207 4.480 3.606 0.2217 0.0644 0.4566
O 5.718 4.651 4.697 -0.1467 -0.0441 -0.3084
C 5.629 3.371 2.726 -0.0213 -0.1909 -0.2919
C 5.067 3.183 1.531 0.2099 -0.1225 0.2043
H 2.793 5.832 1.538 0.0083 -0.0264 -0.0334
H 3.842 6.182 3.768 0.0330 -0.0249 0.0224
H 6.413 2.726 3.103 -0.0141 0.0355 0.0311
H 5.364 2.375 0.874 -0.0367 0.0188 -0.0271
O 6.622 -11.581 -2.897 -0.1161 0.2986 0.0914
C 6.318 -10.478 -2.484 0.2081 -0.4597 -0.1220
C 5.126 -9.768 -2.995 -0.2437 0.2718 -0.0357
C 4.795 -8.558 -2.544 -0.1096 -0.2131 -0.1713
C 5.604 -7.874 -1.512 -0.1193 0.2853 0.0687
O 5.295 -6.768 -1.100 0.1334 -0.4567 -0.4336
C 6.796 -8.584 -1.000 0.1745 -0.2348 0.0676
C 7.126 -9.795 -1.452 -0.0046 0.2580 0.1500
H 4.544 -10.282 -3.750 0.0393 -0.0227 0.0108
H 3.926 -8.024 -2.908 0.0109 0.0220 0.0229
H 7.378 -8.071 -0.246 0.0037 -0.0316 -0.0333
H 7.995 -10.329 -1.088 -0.0199 -0.0173 -0.0227
O -5.518 8.667 5.443 0.1553 -0.2518 -0.0933
C -4.888 7.697 5.065 -0.2443 0.3458 0.1557
C -4.930 6.419 5.805 0.0836 -0.2587 -0.0011
C -4.238 5.357 5.392 -0.1924 -0.0077 0.2179
C -3.401 5.412 4.175 0.1472 -0.2299 -0.0925
O -2.770 4.441 3.797 -0.1145 0.3818 0.3903
C -3.358 6.690 3.434 -0.0331 0.2900 -0.0791
C -4.050 7.752 3.847 0.2156 -0.1157 -0.2310
H -5.548 6.394 6.693 0.0602 -0.0091 -0.0150
H -4.258 4.413 5.923 -0.0001 0.0250 0.0275
H -2.739 6.714 2.545 -0.0190 -0.0350 -0.0095
H -4.031 8.696 3.317 -0.0257 -0.0005 0.0270
O 0.214 0.732 -11.225 -0.3129 -0.0285 0.1664
C -0.857 0.589 -10.667 0.4605 0.0357 -0.2487
C -1.662 -0.637 -10.854 -0.2834 -0.2053 0.0572
C -2.838 -0.792 -10.243 0.2183 -0.1316 -0.1795
C -3.384 0.253 -9.352 -0.3045 -0.1146 0.1096
O -4.457 0.110 -8.793 0.7835 -0.1237 -0.6141
C -2.580 1.478 -9.165 0.2283 0.1887 -0.0427
C -1.404 1.634 -9.775 -0.2410 0.1554 0.2324
H -1.247 -1.393 -11.509 0.0289 0.0405 0.0081
H -3.441 -1.683 -10.369 -0.0230 0.0295 0.0286
H -2.995 2.234 -8.510 -0.0253 -0.0272 0.0000
H -0.801 2.525 -9.649 0.0241 -0.0291 -0.0271
O -5.211 4.193 8.516 -0.1994 0.0900 0.1703
C -5.981 4.403 9.437 0.2535 -0.0766 -0.2948
C -5.863 3.672 10.716 -0.0797 -0.0786 0.2981
C -6.707 3.901 11.724 0.2808 -0.1806 -0.1207
C -7.795 4.894 11.604 -0.3191 0.0761 0.4038
O -8.563 5.103 12.524 0.2185 -0.0579 -0.2713
C -7.913 5.625 10.324 0.0862 0.0996 -0.3522
C -7.069 5.397 9.317 -0.2283 0.1376 0.1266
H -5.060 2.949 10.788 -0.0023 0.0231 -0.0453
H -6.635 3.374 12.667 -0.0355 0.0310 0.0020
H -8.715 6.348 10.253 0.0055 -0.0208 0.0423
H -7.141 5.923 8.374 -0.0098 -0.0146 0.0103
O 4.725 -5.955 4.048 -0.2258 -0.0955 0.5050
C 3.948 -5.748 4.963 0.1944 -0.0335 -0.2703
C 4.043 -6.493 6.236 -0.0813 -0.0842 0.3091
C 3.189 -6.266 7.235 0.2801 -0.1923 -0.1079
C 2.112 -5.260 7.112 -0.3383 0.1197 0.3203
O 1.334 -5.053 8.025 0.2289 -0.0785 -0.2326
C 2.017 -4.516 5.838 0.0862 0.0949 -0.3029
C 2.871 -4.743 4.840 -0.2072 0.1556 0.0697
H 4.838 -7.225 6.310 0.0006 0.0206 -0.0389
H 3.243 -6.803 8.174 -0.0341 0.0281 0.0037
H 1.222 -3.784 5.764 -0.0199 -0.0350 0.0032
H 2.816 -4.206 3.900 -0.0191 -0.0149 -0.0274
```
Forces are in eV/Å.

Computed properties:
frontier orbital gap: 6.724 eV
HOMO: -8.5 eV

---

[3]
Computed, not measured: a structure of composition C18H22BClN6O5PtS4, with the ωB97M-V functional and the def2-TZVPD basis.

Geometry as XYZ:
```
58
Properties=species:S:1:pos:R:3:forces:R:3
Pt -0.237 0.026 0.423 -0.5159 -0.2883 -0.2751
C -2.751 -1.816 2.803 0.0357 0.1048 -0.1637
C -1.537 -1.166 3.358 0.3268 0.1512 0.1203
C -1.133 -1.092 4.693 0.2652 0.1677 -0.1331
C 0.072 -0.406 4.686 -0.3938 -0.1904 0.0854
C 0.930 -0.035 5.838 0.1440 0.0476 -0.0530
N 0.358 -0.098 3.409 0.1134 0.0302 0.5904
N -0.622 -0.554 2.615 -0.5673 -0.2243 -0.7121
B 1.597 0.606 2.816 -0.3968 -0.3069 -0.2996
N 1.047 1.873 2.109 0.6093 0.5887 0.2601
N -0.223 1.870 1.671 -0.6377 -0.2406 -0.5026
C -0.590 3.122 1.396 0.2295 0.1344 0.1556
C -1.979 3.467 0.990 0.0307 -0.0811 0.0126
C 0.491 3.962 1.662 -0.0112 -0.2863 -0.0296
C 1.516 3.132 2.098 -0.2728 0.1652 -0.0456
C 2.906 3.498 2.456 0.0418 -0.1254 0.0741
N 2.231 -0.405 1.844 0.8250 0.0096 0.2880
N 1.449 -1.253 1.153 -0.7102 0.0651 -0.4378
C 2.217 -2.130 0.513 0.2647 -0.0378 0.2712
C 1.643 -3.210 -0.329 -0.0010 0.2263 -0.1563
C 3.548 -1.850 0.822 -0.2436 0.1109 0.1339
C 3.520 -0.742 1.652 -0.0582 -0.2836 -0.1403
C 4.662 0.016 2.217 -0.0848 0.0463 0.0984
H -3.285 -2.340 3.590 -0.0302 -0.0398 0.0256
H -2.479 -2.526 2.025 -0.0633 -0.1220 0.0070
H -3.415 -1.076 2.360 -0.1121 0.0191 -0.0437
H -1.656 -1.490 5.538 -0.0714 -0.0715 0.2446
H 0.455 -0.358 6.760 0.0192 0.0036 0.0461
H 1.083 1.042 5.876 0.0302 0.0459 0.0634
H 1.906 -0.510 5.758 0.0967 -0.0108 0.0739
H 2.372 0.916 3.648 0.2361 0.1010 0.2931
H -2.551 2.553 0.848 -0.1073 0.0526 -0.0284
H -1.978 4.040 0.067 -0.0826 0.0413 -0.1051
H -2.458 4.069 1.761 0.0042 -0.0050 0.0458
H 0.520 5.025 1.549 0.0534 0.2581 0.0168
H 3.001 4.579 2.500 0.0435 0.0371 0.0146
H 3.583 3.117 1.693 0.1245 0.0188 -0.0403
H 3.200 3.070 3.411 0.0514 -0.0010 0.0764
H 0.582 -3.315 -0.112 -0.0591 -0.1077 -0.0366
H 2.158 -4.152 -0.152 -0.0289 -0.0510 0.0613
H 1.753 -2.948 -1.380 -0.0225 -0.0436 -0.0763
H 4.410 -2.370 0.459 0.2395 -0.0997 -0.0384
H 5.578 -0.547 2.067 0.0854 0.0182 0.0150
H 4.525 0.205 3.280 0.0675 0.0292 0.0737
H 4.752 0.975 1.709 0.0913 0.0788 -0.0012
O -3.784 -0.493 -5.507 -0.1286 -0.0505 -0.2503
C -3.255 -0.334 -4.454 0.1554 0.0433 0.4011
S -3.346 -1.514 -3.117 0.0940 -0.0885 0.1311
C -2.378 -0.626 -1.967 -0.2890 -0.5802 0.1245
C -1.892 0.601 -2.383 0.1149 0.8655 -0.2086
S -1.033 1.698 -1.436 -0.4357 -0.5688 0.1932
S -2.286 1.084 -4.022 0.1583 0.0759 0.0995
S -2.181 -1.320 -0.426 0.4051 0.3813 0.0879
O 3.126 -0.345 -1.838 1.1338 -0.6918 -0.2079
Cl 1.910 0.347 -1.743 0.4089 0.3338 -0.7079
O 1.709 1.219 -2.827 -0.0250 0.7071 -0.9655
O 1.858 1.081 -0.507 -0.0618 0.7864 1.2454
O 0.810 -0.600 -1.698 -1.0887 -1.1486 0.2287
```
Forces are in eV/Å.

Computed properties:
frontier orbital gap (spin up / spin down): 8.389 / 6.637 eV
expectation value of S²: 6.02
HOMO (spin up / spin down): -8.1 / -9.0 eV
multiplicity: 5

---

Largest force on an atom list, top to bottom, in eV/A: 5.29 4.75 1.60
E list, top to bottom, in Eh: -1411.7199 -4604.2572 -3600.7038